1.
A cluster of 2 separate species, C5H11O2 in total, computed with ωB97M-V/def2-TZVPD.

Structure (XYZ):
```
18
Properties=species:S:1:pos:R:3:forces:R:3:nbo_charge:R:1
C -0.9787 0.7432 0.5257 0.0919 -0.1760 0.1279 -0.404
C -2.0619 0.5966 -0.5358 -0.2613 -0.2103 0.2289 -0.603
C -0.8245 2.1771 1.0065 -0.3798 0.0405 -0.0850 -0.599
H -1.1530 0.1332 1.4177 -0.3531 -0.1518 -0.1730 0.187
H -0.0769 0.3112 0.0902 0.2189 0.3584 0.0911 0.229
H -1.7170 1.0247 -1.4778 -0.0492 0.0182 -0.0142 0.206
H -0.6102 2.8577 0.1830 0.1416 0.0743 -0.0058 0.197
H -1.7743 2.4968 1.4530 0.0395 0.0511 -0.0891 0.185
H -3.0135 1.0765 -0.2659 0.2098 -0.0045 0.0598 0.180
H -2.2682 -0.4614 -0.7034 0.0000 0.0209 -0.1475 0.216
H -0.0779 2.2884 1.7857 0.3109 -0.0145 -0.0213 0.204
C 2.1203 -1.7426 0.1544 -0.6026 0.0908 -0.3618 -0.743
C 2.0436 -2.1317 -1.3550 -0.0600 0.4893 0.2955 0.762
O 1.5938 -3.2636 -1.6066 -0.0118 -0.3965 -0.1815 -0.788
O 2.4016 -1.2226 -2.1403 0.0962 -0.1346 -0.0870 -0.803
H 1.7719 -0.7058 0.2094 0.0934 -0.1456 0.2749 0.190
H 3.1416 -1.7673 0.5116 0.3082 -0.0887 0.0907 0.194
H 1.4832 -2.4103 0.7477 0.2074 0.1788 -0.0025 0.190
```
Forces are in eV/Å.

HOMO level ... -3.815 eV
Largest force on an atom ... 0.71 eV/Å
Lowest unoccupied orbital energy ... 3.49 eV
Charge ... -1
Relative energy (zero: lowest compared OMol25 entry of this formula, charge and spin) ... 0.229 eV

2.
A cluster of 2 separate species, C5H11O2 in total in a non-equilibrium geometry, computed with ωB97M-V/def2-TZVPD.

Structure (XYZ):
```
18
Properties=species:S:1:pos:R:3:forces:R:3:nbo_charge:R:1
C -0.6643 1.4414 0.9163 -2.2610 1.2776 2.6597 -0.609
C -2.2272 1.5257 0.6992 1.3818 -0.9862 -0.7212 -0.626
H -0.5029 0.8128 1.8164 0.4025 -0.9929 -1.4843 0.215
H -0.1065 1.3316 -0.0020 0.3729 -0.2778 0.5070 0.248
H -0.4171 2.3234 1.5083 0.5901 0.8453 -0.8876 0.194
H -2.6294 2.5046 0.5221 0.1484 0.7460 -0.3653 0.182
H -2.7972 1.1632 1.5566 0.0734 -0.4951 -0.2327 0.188
H -2.3298 0.9297 -0.2254 -0.9782 0.0346 0.5854 0.200
C 1.0623 -1.4496 -0.0956 1.6495 2.8760 -0.3180 -0.553
C 0.4096 -1.7305 -1.4242 -0.4021 -2.2066 0.8267 -0.603
C 2.2145 -0.2814 -0.2780 -0.7043 -0.6280 -0.6506 0.780
O 3.0469 -0.5388 -1.1746 0.0082 -0.0922 0.0960 -0.801
O 2.1401 0.7256 0.4505 0.0254 -0.1133 0.2646 -0.792
H 0.3403 -0.9811 0.5635 -0.0067 -0.5318 0.5423 0.195
H 1.7274 -2.1760 0.3344 -0.4990 -1.0445 0.3026 0.203
H 1.0678 -2.2806 -2.0862 0.4987 0.6459 -0.4543 0.210
H 0.0391 -0.7895 -1.8162 -0.2607 -0.2163 -0.4594 0.201
H -0.3733 -2.5305 -1.2651 -0.0387 1.1592 -0.2112 0.167
```
Forces are in eV/Å.

HOMO level ... -3.638 eV
Largest force on an atom ... 3.72 eV/Å
Lowest unoccupied orbital energy ... 3.80 eV
Charge ... -1
Relative energy (zero: lowest compared OMol25 entry of this formula, charge and spin) ... 1.236 eV

3.
A cluster of 2 separate species, C5H11O2 in total in a non-equilibrium geometry, computed with ωB97M-V/def2-TZVPD.

Structure (XYZ):
```
18
Properties=species:S:1:pos:R:3:forces:R:3:nbo_charge:R:1
C 0.9014 0.0257 1.4973 -2.7793 -2.2103 1.3849 -0.547
C 1.8189 1.0246 0.8444 -0.9829 -0.7185 -1.0669 -0.623
C 1.4467 -1.3372 2.1325 -0.2724 0.4827 -0.4801 0.779
O 0.5642 -2.2561 2.2968 1.8319 1.5024 -0.0720 -0.810
O 2.6839 -1.2778 2.3474 -0.6663 -0.9673 0.2680 -0.788
H 0.2185 0.4287 2.3037 1.0433 0.1813 -0.4371 0.191
H 0.0537 -0.4355 0.8727 1.3567 1.1410 -0.1399 0.203
H 2.7417 1.3041 1.2567 0.9431 0.2381 1.9807 0.215
H 1.2354 1.9300 0.6796 0.2092 0.1368 -0.6888 0.182
H 2.2587 0.5584 -0.0390 -0.7056 0.2270 -0.7772 0.199
C -1.8275 0.7653 -1.9391 -2.7307 -1.9875 1.6700 -0.605
C -1.6704 -0.7710 -1.6759 1.5511 1.5275 -0.2108 -0.626
H -0.9503 1.2400 -2.0745 3.1504 1.4113 -0.6516 0.203
H -2.4896 1.0235 -2.7261 -0.4830 -0.1435 -1.2266 0.189
H -2.3002 1.2957 -1.1048 0.1360 -0.3838 0.3068 0.199
H -0.6216 -1.0817 -1.6933 0.0758 0.2162 -0.6904 0.219
H -1.8413 -1.0181 -0.6732 -0.9922 -0.2107 1.5655 0.225
H -2.2220 -1.4187 -2.3051 -0.6851 -0.4428 -0.7345 0.194
```
Forces are in eV/Å.

HOMO level ... -3.727 eV
Largest force on an atom ... 3.81 eV/Å
Lowest unoccupied orbital energy ... 3.51 eV
Charge ... -1
Relative energy (zero: lowest compared OMol25 entry of this formula, charge and spin) ... 1.252 eV

4.
A cluster of 2 separate species, C5H11O2 in total, computed with ωB97M-V/def2-TZVPD.

Structure (XYZ):
```
18
Properties=species:S:1:pos:R:3:forces:R:3:nbo_charge:R:1
C -1.4838 -0.1578 0.0224 0.0732 -0.5905 -0.3819 -0.416
C -1.4246 -1.3194 1.0102 -0.1016 -0.0444 0.1291 -0.600
C -2.2077 -0.5611 -1.2577 -0.2724 -0.2014 -0.0080 -0.596
H -1.9728 0.7311 0.4277 0.2025 -0.0156 0.2273 0.179
H -0.4457 0.0476 -0.2254 0.1486 0.4733 -0.0991 0.255
H -0.8077 -1.0577 1.8731 -0.0804 -0.0761 0.0084 0.208
H -0.9657 -2.1888 0.5273 0.0706 0.1491 0.0346 0.205
H -2.1588 0.2064 -2.0323 0.0482 0.0331 0.0723 0.205
H -1.7721 -1.4771 -1.6732 -0.0263 0.1364 0.0352 0.202
H -2.4052 -1.6530 1.3642 -0.0657 0.1607 0.0238 0.177
H -3.2688 -0.7622 -1.0509 0.1160 -0.0086 -0.0826 0.176
C 2.4971 1.6563 0.5517 0.2051 -0.1811 -0.1902 -0.740
C 2.9586 0.5110 -0.3955 0.0565 0.0265 0.0151 0.762
O 2.0666 0.0220 -1.1295 -0.0583 0.0052 0.0185 -0.804
O 4.1677 0.1956 -0.3224 -0.1107 0.0831 -0.0148 -0.792
H 1.4119 1.6456 0.6277 -0.0578 0.0912 0.1876 0.190
H 2.8207 2.6261 0.1689 -0.0128 0.0027 -0.1792 0.194
H 2.9904 1.5356 1.5138 -0.1348 -0.0434 0.2041 0.195
```
Forces are in eV/Å.

HOMO level ... -3.869 eV
Largest force on an atom ... 0.71 eV/Å
Lowest unoccupied orbital energy ... 3.71 eV
Charge ... -1
Relative energy (zero: lowest compared OMol25 entry of this formula, charge and spin) ... 0.105 eV

5.
A cluster of 2 separate species, C5H11O2 in total in a non-equilibrium geometry, computed with ωB97M-V/def2-TZVPD.

Structure (XYZ):
```
18
Properties=species:S:1:pos:R:3:forces:R:3:nbo_charge:R:1
C 0.5774 -1.3576 0.9534 -0.9001 -0.3543 0.0882 -0.519
C 0.5480 -2.6173 0.0388 1.2371 0.7388 2.2214 -0.639
C 1.1195 -0.0838 0.3029 1.3984 1.9405 0.6869 0.745
O 1.0547 0.9393 1.0455 -0.4037 -0.5348 0.1759 -0.811
O 1.7102 -0.0799 -0.8022 -0.6737 -1.1539 -0.2662 -0.783
H -0.4262 -1.1693 1.3704 -0.0689 0.2347 -0.6556 0.191
H 1.0853 -1.4243 1.9184 0.6463 -0.5022 -0.2646 0.210
H 1.4841 -3.1645 0.2016 0.1745 0.2089 -0.5882 0.188
H 0.4956 -2.1954 -0.9562 -0.4129 -0.6901 -0.4102 0.244
H -0.1745 -3.3104 0.4651 -0.6897 0.0193 -0.8406 0.183
C -1.4789 1.4838 -0.2363 0.5263 1.3810 -0.6587 -0.613
C -2.7136 1.5943 -1.1327 0.3896 -0.0186 0.5546 -0.611
H -1.3942 0.5177 0.2384 0.1551 -0.0562 0.0235 0.211
H -0.5628 1.7527 -0.7748 -0.0633 -0.8768 -0.2599 0.236
H -1.3843 2.2790 0.5054 -0.7255 -0.2338 0.4983 0.205
H -3.5828 1.3412 -0.5196 -0.2483 -0.1041 -0.4432 0.183
H -2.5939 0.9275 -1.9892 -0.3320 -0.1309 0.1074 0.195
H -2.8512 2.5989 -1.5301 -0.0092 0.1327 0.0310 0.185
```
Forces are in eV/Å.

HOMO level ... -3.681 eV
Largest force on an atom ... 2.65 eV/Å
Lowest unoccupied orbital energy ... 3.97 eV
Charge ... -1
Relative energy (zero: lowest compared OMol25 entry of this formula, charge and spin) ... 0.716 eV

6.
A cluster of 2 separate species, C5H11O2 in total, computed with ωB97M-V/def2-TZVPD.

Structure (XYZ):
```
18
Properties=species:S:1:pos:R:3:forces:R:3:nbo_charge:R:1
C -0.7829 2.4191 0.8659 -0.0978 -0.0644 0.1550 -0.737
C 0.4892 1.6124 0.4770 -0.2534 -0.0109 0.3686 0.761
O 0.8810 0.7701 1.3223 0.0019 0.0824 -0.0744 -0.802
O 0.9777 1.8827 -0.6359 0.1239 0.0288 -0.2879 -0.789
H -1.5257 2.3610 0.0626 0.1319 0.0789 0.0306 0.193
H -0.5321 3.4740 1.0285 0.0158 -0.1108 -0.1358 0.194
H -1.2221 2.0271 1.7869 0.0392 0.0120 -0.0586 0.191
C 0.0143 -2.0275 -0.2075 -0.4495 -0.3784 0.1996 -0.429
C -1.3918 -2.5429 0.1001 -0.3412 -0.2608 0.2101 -0.595
C 0.2185 -1.6912 -1.6815 0.1838 0.2859 -0.3387 -0.619
H 0.1517 -1.1401 0.3951 0.3151 0.2822 0.0649 0.270
H 0.7326 -2.7601 0.1657 0.1217 -0.0307 -0.1428 0.178
H -1.5884 -3.5861 -0.1720 0.2403 0.0278 -0.3775 0.176
H -2.1604 -1.9361 -0.3851 0.0473 0.0741 -0.0060 0.192
H -0.5842 -2.0716 -2.3114 -0.0996 -0.2940 -0.0518 0.177
H 0.2204 -0.6147 -1.8275 -0.0062 0.2298 0.1080 0.243
H -1.5981 -2.5213 1.1707 0.0633 0.2187 0.1340 0.199
H 1.1659 -2.0286 -2.1110 -0.0366 -0.1706 0.2028 0.196
```
Forces are in eV/Å.

HOMO level ... -4.006 eV
Largest force on an atom ... 0.62 eV/Å
Lowest unoccupied orbital energy ... 3.97 eV
Charge ... -1
Relative energy (zero: lowest compared OMol25 entry of this formula, charge and spin) ... 0.177 eV

7.
A cluster of 2 separate species, C5H11O2 in total in a non-equilibrium geometry, computed with ωB97M-V/def2-TZVPD.

Structure (XYZ):
```
18
Properties=species:S:1:pos:R:3:forces:R:3:nbo_charge:R:1
C -0.4902 2.0294 -0.3686 1.4253 0.5445 -0.4652 -0.548
C -1.3355 1.7917 0.8586 -2.1000 -1.4146 -0.4881 -0.641
C 0.1456 0.7316 -1.0292 -2.1259 0.5338 -1.0573 0.783
O -0.2346 -0.3676 -0.5625 0.4242 0.2643 -0.1353 -0.801
O 0.7278 0.9597 -2.1079 0.6838 -0.0716 0.4006 -0.777
H -1.0178 2.5539 -1.1691 -0.4062 -0.4105 -0.0637 0.202
H 0.3588 2.7297 -0.2861 -0.0770 -0.2370 0.7627 0.198
H -2.3893 1.5646 0.5226 0.6627 0.5520 0.0163 0.188
H -1.4796 2.5536 1.6271 0.6340 0.0304 -0.0269 0.186
H -1.1469 0.7748 1.2405 0.6345 0.6444 0.4397 0.240
C 0.6231 -1.7316 1.7337 -0.1198 -0.4707 -0.2157 -0.643
C 0.6397 -2.9470 0.7683 -0.6023 1.0679 -0.0503 -0.629
H 0.1317 -0.9160 1.1935 0.0484 -0.2603 0.4023 0.278
H 0.0341 -2.0367 2.5902 0.0680 0.3319 0.6153 0.171
H 1.6075 -1.3480 2.0401 -0.1546 -0.4270 -0.0248 0.183
H 0.3948 -2.5239 -0.2061 0.6623 -0.2236 -0.2917 0.257
H -0.2032 -3.6093 0.9536 -0.0104 -0.2305 0.3945 0.177
H 1.5538 -3.5162 0.7998 0.3529 -0.2233 -0.2124 0.179
```
Forces are in eV/Å.

HOMO level ... -4.138 eV
Largest force on an atom ... 2.58 eV/Å
Lowest unoccupied orbital energy ... 4.20 eV
Charge ... -1
Relative energy (zero: lowest compared OMol25 entry of this formula, charge and spin) ... 0.755 eV

8.
A cluster of 2 separate species, C5H11O2 in total in a non-equilibrium geometry, computed with ωB97M-V/def2-TZVPD.

Structure (XYZ):
```
18
Properties=species:S:1:pos:R:3:forces:R:3:nbo_charge:R:1
C 1.6009 0.0195 -0.9048 -3.4639 -0.9434 3.8375 -0.378
C 1.5610 -1.1832 0.1388 -0.8013 0.7323 -2.6682 -0.607
C 1.4832 1.3577 -0.1257 -5.5501 -1.8862 -0.0567 -0.689
H 2.3626 0.0024 -1.5552 3.6023 -0.1722 -1.8473 0.167
H 0.7519 -0.1524 -1.6094 0.0465 0.4468 0.8137 0.197
H 0.5876 -1.1494 0.6054 -0.2397 0.0221 0.3042 0.225
H 2.3106 -1.1410 0.8789 1.0160 0.1691 0.7959 0.187
H 0.2897 1.5901 -0.0333 2.5594 -0.4646 -0.5769 0.292
H 1.6406 1.4367 0.9308 1.3419 -0.3077 0.3833 0.219
H 1.6288 -2.1110 -0.4285 0.0989 -0.3110 0.1994 0.180
H 1.8158 2.0655 -0.7701 1.4604 2.8042 -1.1734 0.189
C -2.5350 -0.7490 0.3500 0.6224 0.6626 1.5043 -0.736
C -1.9745 0.7333 0.4390 0.7299 -0.8382 1.1627 0.761
O -1.5807 0.9986 1.5829 0.3234 0.1781 1.5430 -0.801
O -1.8723 1.5070 -0.5222 -0.6869 -0.4115 -1.5209 -0.785
H -3.1669 -0.7341 -0.4631 -1.5018 -0.5259 -2.0768 0.188
H -3.1530 -0.9632 1.2661 0.8309 0.1729 -0.7662 0.197
H -1.7501 -1.5274 0.2205 -0.3882 0.6725 0.1423 0.194
```
Forces are in eV/Å.

HOMO level ... -3.767 eV
Largest force on an atom ... 5.86 eV/Å
Lowest unoccupied orbital energy ... 4.05 eV
Charge ... -1
Relative energy (zero: lowest compared OMol25 entry of this formula, charge and spin) ... 1.409 eV

9.
A cluster of 2 separate species, C5H11O2 in total in a non-equilibrium geometry, computed with ωB97M-V/def2-TZVPD.

Structure (XYZ):
```
18
Properties=species:S:1:pos:R:3:forces:R:3:nbo_charge:R:1
C -2.7274 1.5521 -0.8811 2.3038 1.5565 -1.0560 -0.736
C -2.1120 1.1357 0.5050 0.6468 -3.9375 -1.7132 0.768
O -1.6948 -0.0884 0.6586 -1.3039 2.0168 -1.0530 -0.838
O -2.0986 1.9887 1.3508 -0.0513 2.4179 1.8368 -0.743
H -2.0402 2.0905 -1.6575 -0.2001 -0.6838 1.7849 0.182
H -3.4536 2.3098 -0.7340 -1.0363 0.5866 0.4065 0.196
H -3.0865 0.8271 -1.5444 -0.8942 -1.7772 -0.3391 0.191
C 1.1461 -0.4479 -0.1029 0.1402 -5.7658 -0.0531 -0.373
C 0.8917 -0.9567 1.3077 -0.3025 0.9310 -0.9627 -0.618
C 2.5135 -1.0282 -0.5528 -0.2896 -1.4647 -1.8708 -0.615
H 0.2887 -0.8575 -0.7546 1.4009 0.7057 0.9081 0.214
H 1.2542 0.5097 -0.2979 -0.2922 4.9834 -0.2036 0.187
H 0.9130 -2.0176 1.2042 -0.3736 -0.9808 0.2523 0.174
H -0.0461 -0.5696 1.6338 -0.7424 -0.1235 0.4527 0.284
H 2.8067 -1.9631 -0.0593 -0.4961 -0.0708 0.1563 0.183
H 2.3594 -1.3373 -1.6329 0.8237 0.5034 0.8516 0.188
H 1.6536 -0.7049 1.9947 1.1540 0.5143 0.7766 0.167
H 3.4324 -0.4423 -0.4374 -0.4873 0.5885 -0.1743 0.188
```
Forces are in eV/Å.

HOMO level ... -3.919 eV
Largest force on an atom ... 5.77 eV/Å
Lowest unoccupied orbital energy ... 3.93 eV
Charge ... -1
Relative energy (zero: lowest compared OMol25 entry of this formula, charge and spin) ... 1.377 eV

10.
A cluster of 2 separate species, C5H11O2 in total in a non-equilibrium geometry, computed with ωB97M-V/def2-TZVPD.

Structure (XYZ):
```
18
Properties=species:S:1:pos:R:3:forces:R:3:lowdin_spin:R:1
C 2.3235 -1.7043 -0.4270 0.3188 -1.2832 0.3014 0.108
C 3.4198 -1.4367 -1.4900 -0.7424 -0.0541 0.3162 0.472
C 1.0405 -0.8517 -0.5579 0.9693 -0.1407 0.9860 0.033
H 2.0215 -2.7637 -0.4162 -0.0098 0.0226 -0.7657 0.025
H 2.8238 -1.7717 0.5481 -0.2633 1.1280 0.1935 0.031
H 3.2150 -0.4634 -1.9425 0.3085 0.1025 -0.1299 0.056
H 3.3947 -2.1783 -2.2956 0.1178 0.0037 -0.0919 0.106
H 0.8156 -0.3172 0.3605 0.2484 0.2310 0.0522 0.003
H 1.2368 -0.1160 -1.3323 -0.6218 -0.0509 -0.1902 0.011
H 4.4311 -1.3947 -1.0687 0.0563 -0.1152 -0.0973 0.133
H 0.1511 -1.4594 -0.6687 -0.1490 -0.0182 -0.7381 0.003
C -0.8773 1.6537 1.3853 0.5643 0.6785 0.1017 0.009
C -2.1024 1.0709 0.6352 0.1446 -0.9306 0.5522 0.001
O -2.3966 -0.0808 1.0601 -0.1468 0.2955 -0.2771 0.001
O -2.7021 1.7558 -0.2155 0.1525 0.3067 -0.0547 0.001
H -1.2124 1.8628 2.4051 -0.0308 0.2161 0.0072 0.001
H -0.3980 2.5480 0.9623 -0.5953 0.1231 -0.0824 0.002
H -0.0333 0.9794 1.5078 -0.3213 -0.5148 -0.0834 0.003
```
Forces are in eV/Å.

HOMO level (alpha / beta) ... 3.791 / -1.736 eV
Largest force on an atom ... 1.39 eV/Å
Lowest unoccupied orbital energy (alpha / beta) ... 6.50 / 6.43 eV
Charge ... -2
2S+1 ... 2
Relative energy (zero: lowest compared OMol25 entry of this formula, charge and spin) ... 0.569 eV